1.
{"formula": "C31H81Cl2N4NaO12", "method": "ωB97M-V/def2-TZVPD", "symbols": ["Na", "C", "C", "O", "H", "H", "H", "H", "H", "Cl", "C", "C", "Cl", "H", "H", "H", "H", "C", "O", "H", "H", "H", "H", "C", "O", "H", "H", "H", "H", "C", "O", "H", "H", "H", "H", "C", "O", "C", "C", "N", "C", "C", "O", "C", "H", "H", "H", "H", "H", "H", "H", "H", "H", "H", "H", "H", "H", "H", "H", "C", "O", "C", "C", "N", "C", "C", "O", "C", "H", "H", "H", "H", "H", "H", "H", "H", "H", "H", "H", "H", "H", "H", "H", "C", "O", "C", "C", "N", "C", "C", "O", "C", "H", "H", "H", "H", "H", "H", "H", "H", "H", "H", "H", "H", "H", "H", "H", "C", "O", "C", "C", "N", "C", "C", "O", "C", "H", "H", "H", "H", "H", "H", "H", "H", "H", "H", "H", "H", "H", "H", "H"], "coordinates": [[2.12131, 3.29628, 2.29428], [-2.68606, 0.46889, -2.23315], [-2.40674, 1.35123, -1.07737], [-1.61387, 0.85809, -0.09650], [-3.16276, 0.97565, -3.07223], [-3.20638, -0.46382, -2.01536], [-1.73685, 0.16511, -2.67453], [-3.38408, 1.65313, -0.70088], [-1.86825, 2.18779, -1.52267], [2.96810, 3.67656, -7.92941], [1.23371, 3.06342, -8.17064], [0.18970, 3.95064, -7.59277], [-1.50025, 3.56476, -8.08770], [1.14007, 2.03624, -7.81816], [0.97114, 3.06611, -9.22855], [0.31982, 4.96367, -7.97347], [0.22406, 3.96125, -6.50335], [0.36079, -4.85440, 0.73273], [0.88013, -3.77059, 1.55896], [-0.68520, -4.88890, 1.03742], [0.21341, -4.60654, -0.31843], [0.68406, -5.87357, 0.94462], [0.36448, -2.99136, 1.33870], [5.59239, -0.85273, 3.77152], [4.27725, -0.32973, 4.00891], [5.84782, -1.15346, 2.75545], [6.34527, -0.16501, 4.15665], [5.79435, -1.74541, 4.36349], [3.51937, -0.90256, 3.87079], [-3.84866, -3.03628, 4.30275], [-3.69813, -1.67103, 4.40317], [-2.89391, -3.56213, 4.30879], [-4.49082, -3.43777, 5.08667], [-4.33933, -3.32105, 3.37203], [-3.34960, -1.38310, 3.55628], [-9.07348, -0.50504, -0.69656], [-10.19760, -0.60433, 0.18895], [-9.91751, -0.71500, 1.63519], [-8.91013, 0.30142, 2.22188], [-9.31106, 1.70573, 1.90188], [-8.31062, 2.66351, 2.52178], [-8.70184, 4.13429, 2.13243], [-9.10917, 4.36664, 0.78477], [-8.06388, 4.29138, -0.19528], [-8.38949, 0.30005, -0.42809], [-9.55413, -0.26755, -1.64560], [-8.51649, -1.43869, -0.77503], [-9.68897, -1.74736, 1.89996], [-10.87444, -0.57968, 2.13926], [-7.93164, 0.08768, 1.79179], [-8.87011, 0.09082, 3.29060], [-9.31500, 1.89994, 0.91074], [-7.27644, 2.46426, 2.24097], [-8.45197, 2.56222, 3.59782], [-7.90338, 4.86086, 2.28294], [-9.58965, 4.42059, 2.69628], [-7.75664, 3.28024, -0.46231], [-7.16507, 4.85103, 0.06363], [-8.52946, 4.71741, -1.08401], [5.89183, 4.54220, 3.70446], [5.43902, 4.92214, 2.39173], [6.56820, 5.02469, 1.46674], [6.13660, 4.77234, 0.01279], [5.61347, 3.40992, -0.06226], [5.17986, 3.16958, -1.41850], [4.74017, 1.69395, -1.55349], [5.84241, 0.80949, -1.69402], [5.47822, -0.58528, -1.49546], [6.09324, 5.44890, 4.27492], [6.70258, 3.81428, 3.73490], [5.11211, 3.99606, 4.23536], [7.35911, 4.29404, 1.63621], [6.97008, 6.03326, 1.56358], [6.92341, 4.97276, -0.71445], [5.28291, 5.41762, -0.19439], [6.37410, 2.79727, 0.19502], [6.10229, 3.28411, -1.98779], [4.41508, 3.88458, -1.72179], [4.10701, 1.62021, -2.43766], [4.15119, 1.29757, -0.72639], [6.25452, -1.26122, -1.85403], [4.58922, -0.82991, -2.07678], [5.27222, -0.82481, -0.45224], [-0.40346, 6.37628, 2.42975], [-0.28060, 5.70773, 3.66072], [-1.51310, 5.52202, 4.38164], [-1.34950, 4.89319, 5.78389], [-0.67762, 3.54331, 5.73396], [-0.77729, 3.15473, 7.13881], [-0.19067, 1.71126, 7.39865], [-0.46957, 1.38361, 8.76128], [-0.00330, 0.14026, 9.15504], [0.48263, 6.07789, 1.86947], [-0.42157, 7.46207, 2.52375], [-1.23465, 6.10915, 1.77717], [-2.20565, 4.94683, 3.76713], [-2.04382, 6.46140, 4.53656], [-2.38336, 4.84631, 6.12600], [-0.85599, 5.65221, 6.39086], [-1.37882, 2.97146, 5.28516], [-1.75978, 3.08666, 7.60591], [-0.17349, 3.83401, 7.74057], [0.87232, 1.66941, 7.16115], [-0.54837, 0.91723, 6.74316], [-0.25730, 0.05562, 10.21164], [1.07962, 0.08324, 9.04488], [-0.54314, -0.65091, 8.63473], [7.50097, -8.16740, -7.85430], [6.32397, -8.00317, -7.00024], [6.06018, -9.15989, -6.23266], [4.86484, -8.93726, -5.30204], [3.71733, -8.67165, -6.14339], [2.54111, -8.33885, -5.34540], [1.47361, -7.54946, -6.14563], [1.98851, -6.31249, -6.62908], [0.85406, -5.57986, -7.21375], [7.86114, -7.27213, -8.36113], [7.38546, -9.04099, -8.49587], [8.41112, -8.32343, -7.27518], [6.94202, -9.49118, -5.68429], [5.91813, -9.97512, -6.94211], [5.04388, -8.05821, -4.68291], [4.67054, -9.75398, -4.60684], [3.89647, -7.80496, -6.63007], [2.75330, -7.64953, -4.52814], [2.11888, -9.22249, -4.86686], [0.68110, -7.33483, -5.42873], [1.14916, -8.15352, -6.99295], [0.01307, -5.45236, -6.53215], [0.40195, -6.16720, -8.01295], [1.09808, -4.60824, -7.64330]], "forces_ev_per_a": [[-0.1, 0.0, 0.0], [0.6, -1.3, -1.6], [0.8, 0.2, 1.0], [0.4, -0.7, 0.7], [-0.6, 0.2, 0.1], [-0.3, 0.0, 0.3], [0.4, -0.2, 0.1], [-0.7, 0.7, 0.3], [-0.3, 1.1, -0.4], [-1.6, -0.4, -0.1], [0.0, -0.5, -1.0], [-0.2, 1.4, 1.0], [0.6, -0.4, 0.0], [0.4, 0.2, 0.2], [0.9, -0.2, -0.2], [0.2, 0.0, 0.2], [-0.2, 0.1, -0.1], [-2.4, 1.2, 0.9], [0.8, -1.2, -0.7], [-0.4, -0.4, 0.1], [1.1, -0.1, -0.2], [1.0, 0.6, 0.0], [-0.1, 0.0, -0.1], [-0.2, -0.9, 0.7], [0.7, 1.0, -0.1], [-0.4, 0.5, -0.3], [-0.4, 0.5, -0.3], [-0.4, -0.3, 0.2], [0.6, -0.7, -0.2], [-0.3, -1.6, -0.5], [0.1, 1.2, 0.2], [0.2, -0.1, 0.2], [0.2, 0.3, 0.3], [-0.1, 0.0, -0.2], [0.1, 0.4, 0.0], [-1.0, 0.0, 0.4], [0.7, 0.2, 1.6], [-0.4, 0.5, -0.8], [-0.8, 0.0, -1.8], [1.4, 0.2, 1.7], [-1.7, 0.4, -1.1], [-0.3, -0.4, -0.4], [0.7, -0.8, -0.4], [-1.0, 0.1, -0.1], [0.1, 0.1, 0.1], [0.4, -0.1, -0.1], [0.0, -0.1, 0.0], [0.7, -0.1, -0.2], [-0.2, 0.4, -0.4], [0.4, -0.1, 0.2], [0.0, 0.4, 0.1], [-0.1, -0.4, -0.2], [0.2, -0.2, 0.0], [0.4, 0.1, 0.1], [0.3, -0.2, 0.7], [0.2, 0.0, 0.2], [-0.1, -0.3, 0.3], [0.0, 0.2, 0.3], [0.3, 0.1, -0.1], [-0.8, 0.2, -0.1], [1.4, -1.1, -0.3], [-0.7, 0.5, -0.6], [-1.4, -0.2, 1.7], [-0.3, 1.1, 0.7], [1.0, -2.2, 0.5], [-0.4, -0.1, -0.7], [0.5, -0.8, 0.2], [-0.2, 0.8, -0.5], [0.4, -0.1, 0.1], [0.4, 0.4, -0.4], [-0.5, 0.2, -0.2], [0.0, -0.1, 0.7], [0.3, 0.0, 0.0], [0.3, 0.1, 0.1], [0.1, 0.3, -0.2], [0.0, -0.5, -0.2], [-0.3, 0.1, -1.2], [0.0, -0.2, 0.0], [-0.1, -0.1, -0.3], [-0.3, 0.6, 0.4], [0.3, 0.5, 0.0], [-0.2, 0.1, 0.0], [0.0, 0.3, 0.2], [0.4, 0.0, -0.5], [-0.7, -0.4, 0.8], [0.1, -0.1, 0.0], [0.4, 0.4, -2.6], [-1.5, 1.7, 1.5], [1.7, -2.8, 1.0], [-0.1, 0.6, 0.2], [-0.1, 1.4, -1.0], [-0.2, -0.2, 0.6], [0.2, 0.3, -0.1], [0.1, 0.1, 0.2], [-0.4, -0.4, 0.4], [0.1, -0.4, -0.2], [0.2, 0.5, 0.0], [-0.1, -0.3, 0.4], [0.5, -0.6, 0.3], [0.0, -0.3, -0.6], [-0.5, 0.5, -0.4], [0.0, 0.1, 0.0], [0.5, 0.4, 0.5], [-0.9, 0.1, -0.2], [0.1, -0.1, 0.0], [0.1, -0.3, -0.1], [0.3, -0.3, -0.3], [-0.1, -0.3, 1.3], [1.3, 0.7, -0.8], [0.5, -0.7, 0.0], [0.5, 0.6, -1.0], [-1.2, 0.2, 0.3], [-0.4, 0.9, -0.4], [0.9, -0.8, 0.4], [-1.4, 0.9, -0.4], [0.3, -0.9, -0.1], [-1.3, 0.3, -0.4], [-0.1, 0.2, -0.3], [-0.1, -0.6, 0.8], [0.3, 0.4, 0.4], [-0.7, -0.3, 0.0], [0.4, 0.2, 0.3], [0.1, -0.3, -0.3], [0.4, 0.0, -0.5], [0.5, 0.1, 0.4], [-0.2, -0.1, -0.3], [-0.4, -0.2, -0.2], [-0.4, 0.0, -0.1], [0.3, 0.1, 0.6], [0.3, -0.2, -0.3], [0.7, -0.2, 0.4]], "lumo_energy_ev": -1.7}

***

2.
{"formula": "C4H10N2", "method": "ωB97M-V/def2-TZVPD", "symbols": ["C", "C", "N", "C", "C", "N", "H", "H", "H", "H", "H", "H", "H", "H", "H", "H"], "coordinates": [[1.43193, -1.32992, -0.29883], [0.95784, 0.10964, -0.40817], [1.82092, 1.01096, 0.45584], [-0.48120, 0.10772, -0.15463], [-1.78560, 0.19860, -0.01647], [-3.13270, 0.14480, 0.21723], [0.86822, -1.93590, -0.91248], [1.37729, -1.72500, 0.64446], [2.37813, -1.21946, -0.86360], [0.94258, 0.27268, -1.52420], [1.80273, 0.45213, 1.31720], [1.59554, 2.03469, 0.56923], [2.74475, 1.18507, 0.03940], [-3.23685, 0.58592, 1.21282], [-3.60910, -0.80613, 0.10594], [-3.67446, 0.91423, -0.38375]], "forces_ev_per_a": [[2.2, 2.7, -2.1], [-1.8, -0.7, -2.3], [-0.7, 0.9, -0.8], [-9.8, 1.7, 2.0], [11.2, -1.1, -1.7], [-2.9, 2.6, 0.9], [-1.5, -1.2, -1.4], [0.6, -0.9, 2.5], [0.3, -1.1, 1.1], [0.9, 0.9, 1.1], [0.9, 1.0, 0.4], [-1.0, -1.2, 0.3], [0.4, -1.3, 0.2], [-0.4, -1.5, -1.5], [0.6, 1.2, 0.3], [1.1, -2.0, 0.9]], "lumo_energy_ev": -7.5, "relative_energy_kj_mol": 182.76, "total_charge": 2, "smiles": "C[C@H]([NH3+])C#C[NH3+]"}

***

3.
{"formula": "CHNO2", "method": "ωB97M-V/def2-TZVPD", "symbols": ["O", "C", "N", "O", "H"], "coordinates": [[-1.10543, -2.43394, 0.90261], [-0.59716, -1.44569, 0.63546], [-0.30533, -0.24420, 0.45288], [-0.75669, 0.24071, 1.63129], [0.06796, 0.08862, -0.36214]], "forces_ev_per_a": [[0.2, -1.2, 0.0], [-0.9, 0.3, 0.1], [-0.5, -2.7, 1.1], [-0.1, 1.6, 1.0], [1.3, 2.0, -2.2]], "lumo_energy_ev": 0.1, "relative_energy_kj_mol": 134.96, "smiles": "O=C=[NH+][O-]"}

***

4.
{"formula": "C3H3ClF2", "method": "ωB97M-V/def2-TZVPD", "symbols": ["F", "C", "C", "C", "F", "Cl", "H", "H", "H"], "coordinates": [[-1.24039, -0.55297, -1.27636], [-0.38948, -0.66608, -0.26734], [0.85218, 0.16988, -0.23323], [-0.35199, 0.39779, 0.66250], [-0.42696, 0.03792, 2.00879], [-1.16060, 1.82075, 0.13307], [-0.19112, -1.67802, 0.05744], [1.97598, -0.26601, 0.07083], [0.93237, 0.73675, -1.15571]], "forces_ev_per_a": [[-0.7, -0.4, -1.5], [1.1, -2.3, -0.2], [3.5, -1.4, 0.3], [0.9, 0.8, 1.6], [0.4, 1.0, -1.3], [-0.9, 0.7, 0.9], [-0.7, -0.2, 0.3], [-3.6, 0.9, -0.5], [0.0, 0.7, 0.6]], "lumo_energy_ev": 0.9, "relative_energy_kj_mol": 172.10, "smiles": "F[C@H]1C[C@@]1(F)Cl"}